Entry from the OMol25 dataset: a 2-piece molecular cluster, C5H8ClNO overall at a distorted geometry (ωB97M-V/def2-TZVPD).

Structure (XYZ):
```
16
Properties=species:S:1:pos:R:3:forces:R:3:mulliken_charge:R:1
C -0.249 -1.393 0.807 -2.0 1.9 -0.7 -1.16
O -0.483 -0.346 -1.480 1.0 0.5 0.4 -0.55
H 0.529 1.218 2.198 -1.3 -0.4 1.5 0.33
C 0.872 0.799 0.184 0.5 1.8 1.5 0.73
C -0.328 -0.050 -0.067 -0.5 -2.8 -0.6 0.36
H 0.712 -1.802 0.694 1.5 -0.4 0.8 0.35
H -2.332 -0.721 -1.929 0.3 0.1 0.0 0.29
H -0.934 -2.185 0.479 -0.2 0.6 -0.2 0.33
N 2.257 1.613 -1.811 1.4 0.7 -1.9 -0.39
H 1.939 2.131 1.517 -0.7 -0.9 -0.4 0.30
H 0.297 0.001 -1.953 -0.5 -0.3 0.1 0.27
C 1.108 1.403 1.362 1.7 0.5 -1.4 -1.10
H -1.269 0.378 0.272 0.2 0.7 -0.2 0.30
Cl -3.219 -1.256 -1.180 -0.7 -0.2 0.1 -0.29
H -0.648 -1.015 1.781 1.1 -0.9 -0.3 0.35
C 1.748 1.225 -0.876 -1.8 -1.0 1.3 -0.12
```
Forces are in eV/Å.

Values from the calculation:
Energy above the lowest of the compared OMol25 structures with the same formula, charge and spin: 2.143 eV
Molar mass: 133.578 u
SMILES: C=C(C#N)[C@H](C)O.Cl
E: -21373.1637 eV
E_HOMO: -10.30 eV